A cluster of 10 separate species, C44H63N15O12 in total. Source: the OMol25 dataset; level of theory: wB97M-V/def2-TZVPD.

Computed properties:
HOMO-LUMO gap: 7.133 eV
molar mass: 994.1 g mol⁻¹
energy: -3438.9028 Eh
SMILES: O=C1c2ccccc2C(=O)c2ccccc21.O=C1c2ccccc2C(=O)c2ccccc21.CC1(C)CCCC(C)(C)N1O.NC(N)=O.NC(N)=O.NC(N)=O.NC(N)=O.NC(N)=O.NC(N)=O.NC(N)=O

The geometry in XYZ format:
```
134
Properties=species:S:1:pos:R:3:forces:R:3
O -6.776923 -0.501244 4.045675 0.6 -0.1 0.7
O -1.709404 1.712396 -1.308426 0.8 1.1 0.5
O 6.627914 -0.249578 3.828451 1.1 0.4 -0.3
O 0.260117 3.785100 1.517511 1.2 -0.7 0.4
O 1.613508 -0.088261 5.562041 -0.5 0.1 0.2
O 4.765268 -1.999779 -0.056674 -1.0 -0.6 -0.2
O 0.211929 -1.758449 1.913655 -0.4 0.2 -0.9
O -4.177008 0.764526 -4.135162 -0.2 1.5 0.2
O -2.492874 -3.937482 7.911194 0.0 -0.3 0.0
O -2.218970 2.071559 3.610661 -1.2 0.7 1.1
O 3.022953 -1.289770 -4.411802 0.1 0.5 -0.2
O -2.987712 -4.373830 -4.941972 -0.1 -0.4 0.3
N -2.273847 -3.305914 5.727981 0.0 -0.2 -1.0
N 2.877936 -0.975133 0.713995 0.5 -0.7 -0.4
N -0.362407 0.244798 0.841957 -0.1 -1.6 -0.1
N 1.840063 -0.642202 -4.869435 -0.7 -0.8 0.5
N -2.255317 4.318326 3.169787 -0.6 -1.3 0.2
N -5.361872 1.086376 4.869847 -0.6 -1.0 -0.1
N 2.038662 2.645017 2.454984 -0.1 0.7 -1.8
N -0.134652 0.153005 3.082284 -0.5 0.2 -0.1
N -4.526352 -1.033280 4.389067 -0.2 2.1 1.0
N 3.163929 -3.216093 1.088197 0.4 0.4 -1.4
N -3.538190 -2.046166 7.151289 0.6 -0.8 -0.7
N 1.864465 3.003240 0.128222 -0.4 0.0 1.1
N -3.519384 3.609751 4.905326 1.3 -1.7 -0.6
N -1.741003 3.890413 -0.440114 0.0 -0.5 -1.2
N -1.901697 3.506780 -2.692712 0.4 -0.3 0.6
C -3.376814 -2.756287 -7.186773 0.4 -0.8 -0.9
C 1.990562 1.298962 -3.223705 -0.3 -0.1 -0.5
C -3.921703 -0.987629 -5.676996 0.7 -0.2 0.2
C 4.963448 0.997887 4.939920 -0.3 -0.4 -0.6
C -0.144261 -0.575863 1.904766 1.3 1.0 1.8
C -2.664239 3.187932 3.870024 1.1 2.3 -1.0
C 3.031432 1.108245 -6.232228 -0.3 0.2 -0.5
C 5.526600 -0.228414 4.298592 -0.6 -0.7 -0.1
C -0.167242 1.305860 -5.615517 -0.2 -0.5 0.8
C -3.546563 -2.323123 -5.896298 -0.9 1.0 0.7
C 1.350361 3.183106 1.392297 -1.0 0.4 0.3
C 0.602708 0.423084 -6.607483 -0.7 2.8 -0.6
C 2.004518 -0.015513 -6.179512 -0.9 -0.8 -0.6
C 3.659405 -2.084809 0.475421 0.7 0.8 1.4
C -3.188528 -2.610741 -3.384922 -0.4 0.0 0.3
C 0.878809 -0.834791 -2.595468 0.2 -0.9 -0.7
C 1.209191 0.086554 -3.770692 -0.7 0.9 0.1
C 4.320358 -3.737712 3.625243 0.7 -0.5 -0.2
C -3.900566 -0.386263 -4.305511 -0.1 -1.5 -0.1
C -3.535963 -1.275412 -3.164683 0.5 0.3 -0.6
C 5.696479 2.163271 4.925199 0.6 1.2 0.3
C -3.434388 -1.880885 -8.267601 0.8 0.2 0.8
C -2.771680 -3.388683 -2.306812 -0.9 -0.1 -0.1
C 4.703939 -1.484794 4.273230 -0.8 0.8 0.4
C -2.766595 -3.195632 6.991773 0.1 0.9 0.6
C 2.292138 -1.139451 -7.187799 1.9 -0.4 0.1
C -0.164939 0.573947 -4.282279 -1.6 0.5 0.5
C -1.704033 2.937310 -1.441120 -1.5 -0.1 0.0
C 3.397171 -1.435285 4.813584 0.3 -0.5 -0.5
C -3.666044 -0.539711 -8.010040 0.0 0.0 -0.7
C 4.091514 3.202563 6.353182 0.5 0.7 -0.6
C 3.701251 0.971305 5.536315 0.4 0.2 0.8
C 3.326126 2.044843 6.330384 -0.4 1.3 -0.1
C -2.938209 -2.872784 -1.039875 0.9 0.1 0.9
C 2.611558 -2.587156 4.811046 0.0 -0.2 0.6
C -3.997650 -0.111248 -6.739900 0.4 0.5 0.0
C 5.190727 -2.656936 3.708878 -0.6 -0.1 0.5
C 2.799084 -0.175392 5.338695 0.6 -0.7 0.0
C -5.665869 -0.198888 4.437686 -0.5 -0.3 -1.2
C -3.270653 -3.214422 -4.736531 0.8 -0.1 -0.7
C 3.055462 -3.743800 4.185144 0.0 0.7 0.0
C 5.270162 3.298329 5.618626 0.1 -1.3 0.2
C -3.366309 -1.563269 -0.801199 2.1 -0.2 -0.8
C -3.439899 -0.717398 -1.898372 -1.6 -0.1 1.2
H -1.199659 1.477856 -5.942270 0.0 -0.5 -0.1
H 1.553405 2.627073 3.333144 0.0 -0.3 0.1
H 3.833124 -3.955421 1.151903 -0.1 -0.2 0.1
H 5.958009 4.129547 5.684604 -0.4 0.3 -0.2
H -1.800002 2.838966 -3.439970 0.0 0.2 -0.2
H 1.730571 -1.421590 -2.250152 0.1 0.2 0.1
H 6.629407 2.267690 4.384919 0.0 -0.6 0.0
H 0.167633 2.345663 -5.513294 0.7 -0.2 -0.1
H 3.185774 -0.132957 0.269954 -0.2 0.2 0.1
H 0.268957 -0.230765 3.925226 -0.3 -0.3 -0.2
H 0.680907 1.124969 -7.451221 0.5 -0.6 -0.4
H 2.376281 -3.158935 1.705598 -0.1 -0.1 0.0
H -0.465360 -0.180363 -0.061547 -0.1 0.3 -0.1
H 2.408433 2.140561 6.895748 -0.2 -0.8 -0.2
H -4.105812 0.940129 -6.506835 -0.2 0.0 -0.1
H 6.214422 -2.762154 3.383914 0.0 0.3 -0.3
H -1.527022 3.738586 0.521330 0.2 -0.5 0.1
H -4.462712 1.345507 5.189683 0.5 -0.3 0.1
H 1.519588 -1.899012 -7.118592 0.0 -0.1 -0.1
H 2.681482 1.924269 2.172458 0.1 -0.2 0.7
H -3.434745 0.152543 -8.811517 -0.5 0.2 0.1
H 1.993369 2.115552 -3.944585 0.0 0.1 0.1
H -2.404486 -2.554009 5.087918 0.0 0.4 -0.1
H -4.024214 -1.706815 6.315617 0.0 0.1 0.9
H -2.469839 -4.414778 -2.462201 0.2 0.1 -0.1
H -2.495694 -3.387804 -0.190543 -0.5 -0.4 0.0
H 2.603955 2.039660 -5.863784 0.1 0.0 0.2
H 0.132559 -1.541837 -2.970555 0.0 -0.1 0.3
H -0.826578 0.890526 3.185139 0.3 -0.1 0.1
H -0.733426 1.135014 -3.521744 1.0 0.4 0.3
H -3.017012 -2.163800 -9.223918 -0.4 -0.2 -0.1
H -3.211756 -1.171467 0.196142 -0.5 0.1 0.0
H -1.523955 4.260631 2.477592 0.2 -0.1 0.2
H -3.754574 -0.383428 4.270736 0.6 -1.0 -0.3
H 2.118797 -1.062677 1.363861 -0.4 0.3 -0.2
H -4.172497 4.331083 4.666689 -0.3 -0.1 0.2
H -3.035404 -3.770493 -7.351543 -0.2 -0.1 0.1
H -1.645595 -4.013664 5.396973 -0.1 -0.3 0.6
H -1.532558 4.433313 -2.811822 0.0 0.0 -0.4
H -0.933095 -0.214815 -4.301937 0.8 -0.7 -0.6
H -3.582973 0.326170 -1.661807 0.0 0.1 -0.7
H 3.284291 1.304111 -7.277149 0.2 -0.1 0.1
H 3.926341 0.846381 -5.671042 0.0 0.0 0.0
H 2.394954 -4.593298 4.072784 0.1 -0.1 0.2
H 3.731961 4.123288 6.797830 -0.1 -0.3 0.5
H 1.720612 -2.600388 5.431451 -0.2 0.2 -0.5
H -3.835023 -1.912249 8.098894 -0.5 0.1 -0.1
H 2.832955 2.795544 -0.030222 0.0 0.0 -0.2
H -4.507784 -1.940206 3.961363 -0.4 0.2 -0.5
H 0.461342 -0.280991 -1.762272 0.0 0.2 -0.1
H -6.095589 1.765973 4.920087 -0.2 -0.1 -0.1
H 4.674680 -4.613864 3.091459 0.0 -0.1 0.2
H 3.278447 -1.582507 -6.995010 -0.3 -0.3 0.5
H -0.344736 1.238436 0.949386 -0.3 0.1 -0.1
H 3.029796 1.049502 -3.009419 -0.1 -0.1 0.3
H 2.482863 -0.843957 -8.223716 -0.8 0.6 0.0
H -2.601824 5.201264 3.482008 0.3 0.3 -0.1
H -3.791782 2.825964 5.463823 -0.5 0.5 0.4
H 1.413125 1.616764 -2.354311 0.4 0.2 0.2
H 2.699862 -2.174618 -4.212271 0.2 -0.1 -0.1
H 1.290536 3.451702 -0.564269 0.3 0.0 -0.3
H -0.044114 -0.372923 -6.968349 0.2 -0.4 0.4
H -2.048582 4.802507 -0.714862 0.0 0.2 0.1
```
Forces are in eV/Å.